9 unconnected molecules or ions with the total composition C74H87F12N12O2P2 at a distorted geometry, computed with ωB97M-V/def2-TZVPD.

Cartesian coordinates (Å):
C 0.43009 4.99379 2.97149
C 1.75130 -1.18356 -5.09545
N -4.30039 1.45832 -1.59159
H 4.12910 -0.66575 7.66778
P -0.21190 0.44302 4.60563
H -6.89120 -1.87076 8.80448
N 2.59656 -7.94618 -9.87269
H -2.92925 -3.49789 5.86239
H 6.23422 -0.23352 -6.49878
H -3.72645 -2.83431 8.07888
C 4.76796 5.35863 8.75143
C -0.42139 -2.18678 -6.37127
H 1.26430 -1.70027 -0.54562
N -5.74919 -3.16117 7.61437
H -2.53492 4.58278 4.89452
C -4.43853 -3.07245 7.28050
C 2.10215 2.14894 1.16171
C 2.75778 -8.87619 -3.58282
H -1.89671 -1.93324 -3.45086
H 2.27246 -9.66694 -5.52086
H 4.34797 9.22829 11.50969
C -5.20077 2.01663 -2.41304
H -3.83812 6.48561 5.81152
H 4.75179 4.77881 10.86937
C 3.75853 3.08489 8.57075
N 4.89362 1.33810 7.50218
H 2.58247 -0.79957 -4.48716
H -4.03623 9.35488 -5.78658
H 2.86045 1.13135 8.12574
H 2.90328 2.57146 0.53512
H 0.83590 -2.30447 -8.11848
H 4.56188 -8.65090 -9.92392
H -3.04997 8.85751 2.50345
H 4.91977 -0.29647 6.10285
C 1.58601 -7.55604 -9.09297
C 2.74425 -8.84821 -4.97459
H -4.99334 9.14119 3.81241
C 6.19936 1.45200 -8.56266
H 5.36021 9.86334 10.25842
H 2.87074 -6.72564 -1.17028
C -5.37054 -5.44842 3.25865
H -1.28065 -2.66013 -6.81909
H 2.55183 1.70555 2.04207
C 3.15840 -7.72872 -5.65645
N 3.05882 -7.75799 -2.92114
H -1.16484 7.49579 -4.44577
H 3.24602 -7.59941 -11.83663
H 6.85027 4.03465 7.46295
F -1.36203 1.50355 5.10865
H -7.03163 -4.25170 4.73279
H 2.87680 3.43618 9.11385
C -3.18984 2.09876 -1.32759
C -6.28602 -3.84739 5.40321
H -3.84121 0.03231 -0.17094
H 6.14953 1.57305 -9.63893
H 3.63001 9.88933 10.07150
H 3.61498 -5.83458 -2.83656
H -2.59312 -2.15482 -5.15456
C -4.53315 -4.48536 3.75597
C 3.54942 -6.60725 -4.89763
C -1.92918 -1.57119 -4.47760
H -2.38320 8.88002 -6.22725
H -5.73774 3.59882 -3.70644
O 0.37601 0.50444 -0.88586
H 4.66135 7.11086 11.69844
N 5.13639 0.55209 -8.08080
F 0.54180 -4.58175 -4.83654
C -4.32761 8.83262 4.61945
H 2.47326 4.41008 2.52215
H -3.89976 -6.87803 -0.24223
C -3.32997 -7.08680 0.69319
N -3.74028 -6.10274 1.68464
H -2.21750 -0.52974 -4.52448
H 1.47586 -7.77197 -11.65635
N -3.47397 7.72887 4.13530
C -3.76842 3.92249 -2.81513
H -3.50792 -8.10260 1.08644
O -1.46403 -0.10712 0.15024
H -5.62054 5.71882 -3.45071
C -0.86588 4.68292 2.61912
H -3.78760 9.74752 4.86645
H -2.50030 1.53565 -0.66558
C -0.18878 2.80080 1.41529
C -6.23497 -2.72653 8.94123
C 3.04631 -0.99991 -7.17179
H -6.08274 1.41026 -2.61166
C -4.98890 3.21779 -3.00275
H 0.42032 -0.76827 -3.48319
F -0.93351 0.54764 3.09910
F 0.41463 -6.38662 -3.45456
H 4.62756 6.40972 6.90595
C -1.89757 5.67827 3.10542
C -3.28389 -4.30978 3.15353
C 4.01544 -8.01078 -7.97376
H 4.21727 -7.89250 -1.20774
C -3.99105 -3.46511 6.04650
H -0.32123 1.92071 0.75184
F 0.67311 1.70755 4.01018
H -5.36081 7.80508 -4.70248
H -5.54591 -7.09137 1.89599
N -3.19733 7.66365 -4.67077
H 4.37432 -1.56905 -5.63274
H 3.94465 1.02980 -9.66476
H 0.75327 5.88387 3.51473
H -0.18378 -2.38542 0.33959
C -1.20574 3.55702 1.88214
H 5.04730 -8.11287 -7.61802
C 4.70117 6.48435 7.94897
C 2.95338 -0.36818 -8.40722
C -6.69570 -3.50667 6.69553
C -2.91598 7.86376 2.92747
C 1.83897 -1.50165 -6.45309
C 3.17380 -7.71074 -1.43583
C -4.93346 -6.29249 2.24855
C 3.78823 -8.17363 -9.32131
H -5.64661 0.10870 -0.64923
H -2.28328 3.33127 1.73741
H -6.27313 -5.65860 3.74326
H 2.49780 -8.43047 -1.00538
H 4.54858 8.59857 7.80421
C -4.46193 7.27193 -4.36578
C -2.83134 3.34090 -1.95569
C 3.99632 0.41747 -8.79356
H -6.69422 -3.58335 9.47313
C 0.50500 -1.12742 -4.50048
H -1.27671 5.38083 -3.40058
C 2.43377 -8.11777 -11.31156
C 1.40399 4.19393 2.41022
C 5.96533 2.11776 7.35801
C 4.76152 5.57620 10.12425
H 0.85780 -7.16338 -7.16279
H 6.04537 2.40833 -8.13953
C 4.97613 -0.11794 7.17648
H -1.93620 -4.96781 1.61476
H 3.76219 -5.66134 -5.40636
C 1.71838 -7.45476 -7.71173
C 4.45956 9.27918 10.42570
H 5.90771 -0.51378 7.53200
N -0.59516 -1.59858 -5.15262
C 0.18258 -1.82712 -0.49578
F -1.80515 -6.16488 -3.31589
H -5.29595 -2.48539 9.49476
H -4.85474 8.45481 5.50579
C 5.26561 -0.22655 -6.98829
H -2.61848 -3.49497 3.40661
C -2.23980 5.74909 -3.67083
C -2.53369 5.52401 4.31194
F 0.60601 0.56464 5.97663
C -0.38347 -0.36389 -0.35769
H 6.82719 1.70507 6.89273
H 2.60813 -9.80545 -3.02521
H -2.56462 9.77093 -4.74927
H 2.01838 -0.35750 -8.97049
H -1.65888 6.99938 1.39543
C -2.13834 7.01321 -4.23178
C -4.59910 0.14781 -0.97265
H 7.14733 1.09655 -8.22363
H 2.54263 -9.18247 -11.47123
C -3.52997 5.24231 -3.40266
H 1.59251 1.44483 0.51385
H -2.28856 -6.91799 0.47370
C -3.04505 9.02082 -5.39965
C -2.92910 -5.08765 2.05996
H -1.76701 3.58155 -1.81625
C -4.61020 6.06129 -3.69558
C -2.13344 6.84499 2.36861
C 2.94643 -7.70192 -7.11172
F -1.77272 -4.36594 -4.81308
C 5.94444 3.46081 7.66272
F 0.79790 -0.56620 3.92167
C 0.75098 -2.07086 -7.07542
C -3.33890 6.53706 4.80368
H -0.26095 -2.33624 -1.35245
C 4.66420 7.76442 8.49948
P -0.67744 -5.40714 -4.13816
C 3.76003 1.77260 8.12082
H -7.70211 -3.67036 7.06541
F -0.82047 -6.45392 -5.36029
C 4.67270 6.87098 10.64477
C 4.84293 3.94498 8.30467
C 3.49621 -6.65191 -3.51764
H -4.44532 -0.61669 -1.77073
C 4.22516 -0.97698 -6.51429
N 1.08711 3.15541 1.62173
C -4.93223 -3.86654 5.07025
F -1.12511 -0.73939 5.05115
N 4.61050 7.94671 9.84750
H 0.64067 -7.43898 -9.56437
F -0.43565 -4.40177 -2.90915

Forces on the atoms, in the same order (eV/Å):
C 1.108 -0.243 -0.920
C -0.443 0.739 0.539
N -1.051 0.328 0.095
H 0.878 0.693 -0.407
P -0.725 2.474 -2.670
H 0.014 -0.097 0.258
N -0.173 0.588 0.682
H 0.088 0.075 -0.032
H -0.092 0.188 -0.059
H -0.513 0.129 -0.299
C 0.038 0.091 1.303
C -0.973 0.499 0.472
H -0.179 -0.574 -0.034
N -0.774 0.416 -1.175
H 0.444 0.644 -0.431
C -0.152 -0.574 0.772
C 0.592 0.637 -0.348
C 0.204 -0.268 -0.507
H 0.224 -0.243 -0.299
H 0.524 -0.067 0.271
H -0.005 -0.359 -0.136
C -0.942 -0.654 -0.510
H 0.488 -0.021 -1.333
H 0.209 0.063 -0.388
C -0.439 -0.206 0.011
N -0.747 -1.168 0.772
H -0.369 -0.169 -0.574
H 0.805 -0.334 0.565
H 0.878 0.234 0.226
H -0.405 0.468 0.417
H -0.374 -0.477 -0.257
H -0.181 0.582 -0.242
H 0.043 -0.391 -0.331
H -0.061 0.315 0.016
C 0.190 -0.329 0.803
C -0.672 -0.722 0.348
H -0.275 -0.430 0.205
C -0.171 -0.191 -0.218
H 0.215 -0.100 -0.190
H -0.165 0.637 0.507
C 1.000 -0.913 -0.988
H -0.209 0.008 0.152
H -0.205 -0.227 0.097
C -0.691 1.016 1.131
N 0.877 -0.739 1.031
H -0.693 -0.437 0.200
H -0.309 -0.082 0.178
H -0.374 0.012 0.093
F 0.642 -0.088 0.386
H -0.109 0.423 0.033
H 0.330 -0.015 -0.279
C 2.321 0.902 -0.024
C -0.267 -0.106 1.016
H -0.677 -0.339 -0.372
H 0.081 -0.369 -0.091
H -0.194 -0.614 -0.489
H 0.407 0.491 -0.228
H 0.306 0.322 1.011
C 0.677 0.343 1.137
C -0.008 0.462 -0.420
C -0.084 -0.136 -1.621
H 0.318 -0.328 -0.596
H 0.254 -0.233 0.407
O 0.106 0.441 -0.121
H -0.051 -0.347 0.107
N -0.854 -1.299 -0.046
F 0.149 -0.118 -1.339
C -0.561 0.120 0.589
H -0.489 -0.264 0.041
H 0.332 -0.484 0.665
C -0.238 -0.180 -1.288
N 0.196 0.143 0.284
H -0.280 0.251 0.210
H -0.327 0.114 0.054
N 0.266 -1.300 0.023
C 0.209 -0.896 1.225
H 0.105 0.529 -0.334
O -2.091 0.030 0.755
H 0.364 0.338 -0.143
C -1.456 1.037 0.861
H 0.527 -0.392 0.188
H 0.004 0.364 -0.252
C 0.387 -1.504 -1.495
C 1.496 -0.607 1.025
C -1.752 -0.380 -0.388
H 0.063 0.302 0.035
C 0.335 1.088 -0.788
H -0.405 0.089 0.078
F -0.699 -0.527 0.353
F 0.774 -0.489 -0.089
H 0.134 -0.093 -1.300
C 0.431 0.013 -1.016
C -0.150 0.458 -0.974
C 0.073 0.237 0.421
H 0.003 -0.123 0.369
C -0.707 -0.158 -1.040
H -0.083 0.408 0.632
F 0.662 0.560 0.621
H 0.819 0.210 0.071
H -0.127 -0.538 -0.254
N -2.170 2.729 -0.435
H 0.132 -0.016 0.339
H -0.064 0.234 -0.580
H -0.430 -0.356 -0.032
H 0.254 -0.471 0.770
C -1.467 1.067 0.752
H -0.549 -0.290 -0.022
C 0.182 0.782 1.022
C -0.815 0.018 0.433
C 1.563 -0.657 -0.247
C 0.807 -0.230 -0.323
C 0.605 0.396 0.268
C -0.148 -0.690 -0.852
C -0.353 1.271 0.672
C 0.981 -0.778 0.270
H 0.439 0.170 0.086
H 1.081 -0.092 -0.088
H -1.179 -0.455 0.284
H 0.015 -0.296 0.198
H 0.209 0.107 0.721
C 0.432 -1.240 0.088
C -0.476 -2.271 0.292
C 0.593 0.707 -0.357
H -0.035 0.583 -0.456
C 0.028 -0.959 -0.343
H 0.158 -1.044 0.238
C 0.766 -0.468 -0.616
C 0.873 0.078 -0.115
C -0.327 0.348 -0.560
C -0.307 0.645 1.035
H -0.638 0.076 0.592
H -0.258 1.077 0.581
C -1.043 -0.504 -0.029
H -0.620 -0.291 -0.169
H 0.145 -0.439 0.311
C 0.387 -0.048 -0.646
C 0.481 1.334 0.945
H 0.425 -0.083 0.318
N 1.316 -0.844 0.172
C -0.961 1.522 0.261
F -0.680 0.220 -0.118
H -1.093 0.192 -0.129
H -0.058 0.415 -0.435
C 1.158 0.502 -0.120
H 0.054 -0.099 0.310
C -0.764 1.316 0.177
C -1.237 -0.593 1.275
F -0.262 -0.453 -0.026
C 2.051 -0.744 -1.741
H 0.513 -0.606 -0.179
H -0.336 0.542 -0.045
H -0.540 -0.456 0.056
H 0.426 0.007 0.022
H -0.204 0.028 0.424
C 1.245 -0.521 -0.537
C 0.753 -0.581 -0.298
H 0.614 -0.386 -0.038
H -0.141 -0.229 -0.458
C 0.980 0.606 -0.518
H -0.160 -0.316 0.199
H 0.324 -0.215 -0.030
C -0.456 -0.190 0.411
C -0.028 -0.021 1.121
H -0.799 0.575 -0.001
C -0.804 0.152 -0.378
C -0.107 0.616 0.298
C 1.004 0.093 -1.383
F 0.653 -0.641 0.186
C 0.936 -0.456 -0.119
F 1.100 -0.596 0.488
C 0.324 0.490 0.221
C -0.453 1.211 0.959
H 0.300 0.172 -0.339
C -0.644 -0.651 -0.176
P 0.028 -0.601 0.494
C 0.355 1.057 -0.497
H 0.015 0.379 -0.105
F 0.179 0.909 -0.092
C 0.152 -0.227 -0.264
C -1.298 0.319 0.201
C -0.852 -0.025 -1.560
H -0.070 0.438 0.741
C 1.523 -0.138 0.500
N 0.381 -0.676 0.235
C 0.293 0.234 0.168
F -0.620 -1.008 0.730
N -0.166 -0.482 -1.331
H -0.564 0.286 -0.361
F -0.678 0.955 0.874

- HOMO-LUMO gap (eV) = 6.105
- calculated total energy (hartree) = -5557.3734
- charge = +9